1.
Here is C10H13F6N2O6S3SiV as an isolated structure at a distorted geometry from OMol25. Energies are from ωB97M-V with the def2-TZVPD basis set.

Values from the calculation:
- electronic energy (Ha) = -3976.9048
- HOMO-LUMO gap (spin up / spin down) (eV) = 7.554 / 8.314
- strongest force on any atom (eV Å⁻¹) = 1.560
- charge = +1
- 2S+1 = 2
- lowest unoccupied orbital energy (spin up / spin down) (eV) = -4.79 / -4.15
- ΔE to the lowest compared entry with this formula, charge and spin (kcal/mol) = 28.11

Structure (XYZ):
```
42
Properties=species:S:1:pos:R:3:forces:R:3
V 0.525 -0.783 -1.049 -0.62 -1.29 -0.63
F -0.186 2.449 2.808 0.00 0.05 0.04
C -0.519 2.625 1.547 0.14 -0.13 0.01
F -0.273 3.851 1.158 -0.02 0.07 -0.03
F -1.781 2.312 1.348 -0.09 -0.04 0.03
S 0.504 1.429 0.532 -0.03 -0.15 -0.43
O -0.277 1.095 -0.708 0.27 0.23 0.35
O 0.715 0.193 1.264 0.01 0.18 -0.03
N 1.790 2.235 0.157 -0.12 0.13 -0.11
S 2.409 1.710 -1.210 0.01 -0.68 0.22
O 2.301 0.201 -1.191 0.25 0.88 -0.15
O 1.989 2.353 -2.401 0.07 0.03 -0.02
C 4.229 1.996 -1.022 -0.11 0.12 0.13
F 4.455 3.282 -1.195 0.06 -0.05 0.03
F 4.640 1.606 0.166 0.01 -0.05 0.03
F 4.823 1.287 -1.969 0.03 0.01 -0.03
O 1.666 -2.327 -1.258 -0.03 0.49 -0.04
N 2.327 -2.386 -2.434 -0.04 0.12 0.12
C 3.521 -3.009 -2.438 -0.06 -0.11 -0.07
C 4.218 -3.126 -3.609 -0.02 -0.01 0.07
C 3.676 -2.578 -4.772 0.03 -0.01 -0.03
C 2.468 -1.919 -4.727 -0.05 0.02 0.00
C 1.777 -1.807 -3.521 0.11 -0.04 -0.07
S 0.281 -0.952 -3.332 0.13 0.13 0.18
H 3.830 -3.393 -1.478 0.03 0.00 0.00
H 5.171 -3.632 -3.609 0.00 0.00 -0.01
H 4.212 -2.657 -5.708 -0.01 0.01 0.00
H 2.037 -1.459 -5.605 0.01 -0.01 -0.01
C -3.544 -2.417 -0.197 -0.09 -0.01 -0.05
Si -1.803 -3.016 -0.072 0.24 0.41 -0.14
C -1.364 -4.325 -1.296 0.06 -0.02 -0.12
C -1.194 -3.354 1.644 0.07 -0.04 0.12
O -0.826 -1.630 -0.611 -0.21 -0.28 0.63
H -4.211 -3.262 -0.389 -0.01 0.01 0.04
H -3.657 -1.720 -1.029 0.00 -0.02 -0.01
H -3.881 -1.922 0.714 0.02 0.02 0.00
H -1.796 -5.286 -1.009 -0.02 0.02 0.02
H -0.280 -4.447 -1.352 0.00 -0.02 0.01
H -1.735 -4.075 -2.292 0.01 0.00 0.00
H -1.897 -3.005 2.400 0.00 0.01 -0.01
H -0.238 -2.862 1.830 0.01 0.00 -0.02
H -1.040 -4.424 1.796 -0.04 0.00 -0.01
```
Positions in Å, forces in eV/Å.

---

2.
Here is one molecule with the formula C4H9NO from OMol25. Energies are from ωB97M-V with the def2-TZVPD basis set.

Values from the calculation:
- electronic energy (Ha) = -287.7672
- HOMO-LUMO gap (eV) = 9.853
- strongest force on any atom (eV Å⁻¹) = 0.560
- lowest unoccupied orbital energy (eV) = 0.95
- ΔE to the lowest compared entry with this formula, charge and spin (kcal/mol) = 40.95

Structure (XYZ):
```
15
Properties=species:S:1:pos:R:3:forces:R:3
C 1.137 1.127 -0.187 0.19 0.10 -0.01
N 0.235 0.002 -0.337 -0.03 0.04 0.00
C -0.621 0.171 -1.496 -0.08 -0.04 -0.17
C -0.495 -0.329 0.874 -0.07 0.00 0.03
C -0.116 -1.696 1.418 -0.24 -0.14 0.36
O -0.759 -2.276 2.260 0.32 0.22 -0.40
H 0.606 2.086 -0.038 0.04 -0.11 0.02
H 1.754 1.221 -1.088 -0.09 0.00 0.15
H 1.811 0.969 0.661 -0.12 0.01 -0.11
H -0.002 0.265 -2.395 -0.11 -0.02 0.13
H -1.265 -0.705 -1.621 0.09 0.12 0.02
H -1.262 1.070 -1.429 0.07 -0.12 0.02
H -1.582 -0.324 0.721 0.12 0.00 0.00
H -0.304 0.398 1.676 0.00 -0.06 -0.06
H 0.815 -2.121 0.986 -0.11 0.00 0.04
```
Positions in Å, forces in eV/Å.

---

3.
Here is C10H35ClN13O11 as an isolated structure at a distorted geometry from OMol25. Energies are from ωB97M-V with the def2-TZVPD basis set.

Values from the calculation:
- electronic energy (Ha) = -2400.6455
- HOMO-LUMO gap (eV) = 8.435
- strongest force on any atom (eV Å⁻¹) = 8.644
- charge = -1
- lowest unoccupied orbital energy (eV) = 2.17
- ΔE to the lowest compared entry with this formula, charge and spin (kcal/mol) = 0.00

Structure (XYZ):
```
70
Properties=species:S:1:pos:R:3:forces:R:3
Cl -29.550 -10.811 -22.792 2.69 -6.69 -2.50
O -29.922 -12.061 -22.199 4.09 1.73 1.75
O -30.222 -10.755 -24.009 -0.21 -0.23 -1.80
O -29.822 -9.645 -21.993 3.77 -3.11 -2.39
O -28.165 -10.816 -23.094 -1.95 -0.86 2.69
C -31.148 -13.693 -24.482 4.20 -4.37 2.32
O -30.369 -14.616 -24.148 -0.56 0.34 -0.03
N -31.366 -12.647 -23.815 -1.85 1.10 0.90
N -31.831 -13.688 -25.541 -3.51 -1.05 -6.83
H -31.805 -11.871 -24.290 0.13 -1.00 0.33
H -31.019 -12.546 -22.872 -1.25 -1.17 -2.00
H -31.765 -14.450 -26.200 0.03 0.37 0.11
H -32.400 -12.878 -25.742 -0.01 -0.65 -0.39
C -30.263 -10.132 -19.417 1.01 -0.36 4.29
O -30.499 -10.454 -18.241 -0.26 -0.08 -0.09
N -29.194 -10.549 -20.040 5.22 -2.39 0.56
N -30.936 -9.308 -20.125 -0.44 -2.77 3.23
H -28.575 -11.186 -19.559 -0.16 0.18 -0.01
H -29.053 -10.300 -21.009 1.41 -0.33 3.49
H -30.692 -9.320 -21.105 -2.19 0.31 3.44
H -31.890 -9.174 -19.821 1.03 -1.16 0.42
C -27.043 -8.193 -24.155 2.31 2.68 -2.62
O -26.910 -7.495 -25.151 0.67 0.68 -1.44
N -26.194 -8.172 -23.173 3.43 -0.28 4.79
N -28.016 -8.960 -23.935 2.00 -0.19 -2.21
H -25.249 -7.816 -23.137 -0.49 0.17 -0.70
H -26.380 -8.883 -22.481 0.55 0.17 0.18
H -28.776 -8.806 -24.583 4.66 -2.70 0.75
H -28.233 -9.376 -23.041 1.60 2.92 -1.31
C -29.900 -8.166 -25.031 -6.67 -1.51 -1.32
O -30.322 -8.913 -25.895 0.64 -0.72 -2.40
N -29.973 -8.510 -23.805 -6.85 2.80 4.15
N -29.520 -6.987 -25.126 1.67 7.80 -3.34
H -30.227 -9.430 -23.473 -1.03 4.54 -3.51
H -29.745 -7.848 -23.078 0.24 0.06 -0.81
H -29.213 -6.364 -24.392 0.04 -0.54 -0.25
H -29.511 -6.622 -26.068 0.43 0.18 0.21
C -32.496 -11.824 -21.264 -3.09 -1.77 0.81
O -33.510 -12.406 -20.894 -1.65 0.05 -0.58
N -32.327 -11.247 -22.424 -1.32 1.21 -1.65
N -31.479 -11.762 -20.507 1.50 -1.22 2.71
H -31.581 -10.622 -22.695 -1.26 -0.70 0.86
H -33.084 -11.138 -23.083 -0.03 -1.67 0.34
H -31.715 -12.022 -19.560 0.94 -0.01 0.03
H -30.596 -11.569 -20.959 -0.93 -0.65 2.47
C -26.684 -12.955 -23.709 -2.13 -2.43 0.50
O -26.357 -13.978 -24.220 1.75 -4.68 -0.51
N -26.406 -11.900 -24.338 2.24 6.37 -2.83
N -27.504 -12.866 -22.683 -1.23 -2.71 3.93
H -25.846 -12.080 -25.159 -0.34 0.51 0.08
H -26.951 -11.065 -24.179 1.15 -0.16 -1.04
H -28.049 -12.048 -22.451 2.38 -2.78 0.31
H -27.968 -13.728 -22.435 0.40 -0.21 -0.20
C -32.817 -8.899 -24.433 -0.64 -1.07 0.12
C -33.005 -8.893 -22.904 -0.64 2.11 -0.38
C -31.838 -8.222 -22.144 -1.13 2.89 -0.12
O -32.121 -7.994 -20.776 -5.68 3.88 -3.41
C -31.342 -7.116 -20.064 -0.95 1.92 0.32
N -34.308 -8.294 -22.554 0.54 -0.37 0.05
H -33.598 -9.542 -24.837 -0.32 -0.42 0.13
H -31.883 -9.353 -24.764 -0.37 0.35 -0.02
H -33.025 -8.011 -25.029 0.51 0.62 0.57
H -33.008 -9.936 -22.587 -1.31 3.36 0.30
H -31.697 -7.199 -22.495 -0.10 0.36 -0.89
H -30.859 -8.672 -22.311 -3.42 1.72 0.66
H -31.648 -6.121 -20.389 0.82 0.57 -0.27
H -30.293 -7.411 -20.046 0.06 0.91 -0.22
H -31.723 -7.156 -19.043 0.32 -0.21 0.22
H -34.355 -8.388 -21.549 -0.40 0.00 0.28
H -34.264 -7.295 -22.699 -0.01 0.34 -0.22
```
Positions in Å, forces in eV/Å.

---

4.
Here is C23H18AuN2O5S as an isolated structure from OMol25. Energies are from ωB97M-V with the def2-TZVPD basis set.

Values from the calculation:
- electronic energy (Ha) = -1906.9282
- HOMO-LUMO gap (eV) = 6.866
- strongest force on any atom (eV Å⁻¹) = 0.907
- charge = -1
- lowest unoccupied orbital energy (eV) = 2.20
- ΔE to the lowest compared entry with this formula, charge and spin (kcal/mol) = 12.47

Structure (XYZ):
```
50
Properties=species:S:1:pos:R:3:forces:R:3
Au -0.339 1.094 0.886 -0.91 -0.02 -0.05
O -1.315 0.793 -1.156 0.49 0.13 0.12
C -2.137 -0.192 -1.292 -0.16 0.12 -0.08
C -3.204 -0.068 -2.227 0.03 0.01 0.00
C -4.123 -1.067 -2.429 0.02 -0.03 0.03
C -4.034 -2.278 -1.729 0.01 0.04 -0.03
C -3.000 -2.434 -0.836 -0.03 -0.03 0.02
C -2.061 -1.421 -0.583 0.07 -0.08 0.16
C -0.972 -1.769 0.304 -0.07 -0.11 -0.24
N -0.083 -1.003 0.820 0.17 0.10 0.24
N 0.934 -1.681 1.470 -0.13 -0.06 0.09
C 1.950 -0.934 1.874 -0.04 -0.17 0.05
O 2.091 0.303 1.789 0.25 0.21 -0.21
C 3.056 -1.735 2.525 -0.07 -0.02 0.00
C 2.893 -3.066 2.895 0.02 -0.06 0.00
C 3.932 -3.759 3.500 -0.01 0.03 -0.01
C 5.148 -3.130 3.736 -0.02 0.04 -0.02
C 5.316 -1.802 3.367 -0.01 -0.04 0.01
C 4.272 -1.108 2.770 0.01 0.03 0.02
H -3.268 0.868 -2.767 0.00 0.00 -0.01
H -4.926 -0.916 -3.142 0.01 0.01 0.00
H -4.749 -3.073 -1.897 0.00 0.00 0.00
H -2.890 -3.370 -0.298 -0.01 0.01 0.00
H -0.834 -2.828 0.517 0.01 0.00 -0.05
H 1.944 -3.545 2.697 0.00 0.00 0.00
H 3.794 -4.794 3.789 0.00 0.00 0.00
H 5.960 -3.673 4.205 0.00 0.00 0.00
H 6.262 -1.305 3.547 0.00 0.00 0.00
H 4.373 -0.070 2.483 0.01 -0.01 0.00
O 0.328 6.066 -5.050 -0.02 -0.01 0.02
C 0.895 6.434 -3.871 -0.03 -0.10 0.01
O 1.633 7.382 -3.853 0.01 0.03 0.03
C 0.540 5.621 -2.673 0.01 0.03 -0.12
C -0.085 4.378 -2.739 -0.04 -0.06 0.01
C -0.411 3.670 -1.595 -0.01 0.02 0.01
C -0.094 4.191 -0.338 0.02 0.00 -0.09
S -0.504 3.417 1.191 -0.05 -0.14 -0.03
C 0.553 5.432 -0.273 -0.02 -0.02 0.00
C 0.859 6.135 -1.422 0.03 0.06 0.12
H -0.292 5.343 -4.897 0.02 0.02 0.00
H -0.318 3.911 -3.692 0.00 -0.01 0.01
H -0.913 2.714 -1.675 0.04 -0.01 0.02
H 0.818 5.832 0.698 0.01 0.01 -0.01
H 1.360 7.093 -1.370 0.00 -0.01 0.02
C 0.395 1.625 3.816 -0.12 0.03 0.01
C -0.631 0.986 2.935 0.72 0.11 -0.11
O -1.593 0.382 3.247 -0.22 -0.06 0.04
H 0.171 1.390 4.855 -0.01 0.01 0.01
H 0.376 2.701 3.641 -0.01 0.01 0.01
H 1.374 1.263 3.504 0.01 -0.02 -0.01
```
Positions in Å, forces in eV/Å.

---

> Number 3 is which compound?

C10H35ClN13O11

---

> Look up the ΔE to the lowest compared entry with this formula, charge and spin of the first one.

28.11 kcal/mol